[1]
A 5-piece molecular cluster, C29H72N5O6PS overall in a non-equilibrium geometry, computed with the ωB97M-V functional and the def2-TZVPD basis.

Geometry as XYZ:
```
114
C29H72N5O6PS, DFT the ωB97M-V functional and the def2-TZVPD basis
S 3.6503 2.5533 -0.9075
P -0.7491 1.8425 0.1867
O -0.3757 2.9597 1.0710
O 4.3065 2.1240 -2.1030
O 2.9506 3.7999 -0.8127
O 1.2843 2.1020 -3.0565
O 1.5938 0.8023 -1.2433
O -1.3744 1.5207 -2.2613
N -2.0265 8.8139 -1.6662
N -4.0805 2.8112 3.9367
N 3.3013 -3.9702 0.0187
N 2.7555 -11.4263 -0.9395
N -0.3478 2.1307 -1.4531
C 2.5616 -2.7536 0.2914
C 3.2130 -10.2597 -0.2073
C -2.7993 9.8863 -2.2704
C -5.9148 2.7823 5.6080
C 1.8438 -13.0536 0.8157
C -0.5871 8.8912 -1.8505
C -2.1659 3.8073 -2.8523
C -4.7278 3.8093 3.1008
C 3.8372 -12.2759 -1.4071
C 1.6076 -12.1204 -0.3794
C 1.3579 -2.4166 -0.5980
C -4.4180 2.8585 5.3484
C 0.1867 9.9575 -1.0648
C 3.4351 -4.1577 -2.5325
C 0.9056 1.7322 -1.9989
C -2.6655 2.5993 3.6855
C -4.5128 5.2890 3.4458
C -2.4130 8.4347 -0.3180
C 2.5238 -5.1790 0.2342
C 3.3721 -6.4408 0.2362
C 4.1279 -3.9577 -1.1786
C 2.5540 1.2451 -0.3118
C -2.8416 11.2410 -1.5503
C 3.3837 -13.3195 -2.4162
C 3.9365 -10.4742 1.1281
C -1.4081 4.9631 -3.5224
C -1.7619 2.4107 -3.3282
C -1.6736 3.6821 4.1209
C -3.8845 8.0678 -0.2005
H 4.1814 -6.3618 0.9636
H -4.0905 7.6912 0.8025
H 1.7111 -5.3025 -0.4994
H 4.5476 2.4847 0.1116
H -4.6166 5.4733 4.5162
H 4.5716 -11.6218 -1.8853
H 4.8908 -4.7310 -1.0662
H -2.4255 10.0246 -3.2881
H 1.6598 -2.0689 -1.5846
H -5.8019 3.6092 3.1088
H -0.1732 7.9119 -1.5899
H -0.0917 9.9675 -0.0105
H 1.9789 -12.5086 1.7487
H -2.1818 9.2096 0.4306
H -0.1899 0.6059 0.5497
H 0.8674 -11.3627 -0.1099
H 3.2743 -1.9225 0.2623
H -2.5379 2.4226 2.6145
H 2.7194 -14.0612 -1.9718
H -0.9631 2.4504 -4.0703
H 4.1790 -4.4100 -3.2903
H 1.1436 -12.7015 -1.1794
H -1.9275 11.8156 -1.6898
H 2.0404 -5.0789 1.2102
H -6.3449 1.9012 5.1298
H -2.0628 3.8666 -1.7686
H -0.6586 3.2866 4.0690
H -3.5337 5.6489 3.1335
H -4.0167 3.7501 5.8566
H 4.2506 -13.8532 -2.8077
H 4.3686 -12.7856 -0.5871
H -3.2317 3.9282 -3.0585
H 2.9184 -3.2614 -2.8723
H -1.8127 7.5611 -0.0486
H 2.3511 -9.6070 -0.0431
H 0.0357 10.9576 -1.4691
H 0.6940 -3.2728 -0.7210
H -2.1228 1.6041 0.1006
H -6.0992 2.7155 6.6809
H 2.1103 1.6013 0.6255
H 4.4172 -9.5431 1.4353
H -2.6043 1.8874 -3.7821
H -0.7998 4.6201 -4.3624
H -1.7053 4.5519 3.4673
H -3.9360 1.9974 5.8198
H -3.8266 9.5335 -2.3886
H -2.3869 1.6616 4.1788
H 0.9809 -13.7097 0.9442
H 2.8644 -12.8479 -3.2515
H 2.7537 -7.2980 0.5038
H 2.7126 -4.9747 -2.5000
H -2.1016 5.7012 -3.9248
H 4.6779 -3.0129 -1.1865
H -4.5383 8.9246 -0.3669
H -3.6654 11.8394 -1.9443
H -5.2628 5.8967 2.9353
H 3.8825 -9.7042 -0.8720
H -0.7366 5.4735 -2.8324
H 3.2520 -10.7627 1.9250
H 2.7176 -13.6894 0.6652
H 0.7754 -1.6142 -0.1401
H 3.8054 -6.6474 -0.7430
H 2.2178 -2.8117 1.3295
H -3.0073 11.1230 -0.4782
H -4.1458 7.2900 -0.9199
H 3.2074 0.4004 -0.0870
H -4.4095 3.6278 2.0706
H 4.7142 -11.2350 1.0516
H -1.8550 4.0073 5.1468
H 1.2560 9.7446 -1.1192
H -6.4416 3.6642 5.2423
H -0.3847 9.0179 -2.9177
```

DFT total energy: -2612.71972 Ha
HOMO energy: -8.036 eV
SMILES string: CCCON([PH2]=O)C(=O)OC[SH](=O)=O.CCN(CC)CC.CCN(CC)CC.CCN(CC)CC.CCN(CC)CC
Kohn-Sham gap: 0.3045 hartree
Net charge: 0

***

[2]
A 9-piece molecular cluster, C29H73N9O9 overall in a non-equilibrium geometry, computed with the ωB97M-V functional and the def2-TZVPD basis.

Geometry as XYZ:
```
120
C29H73N9O9, DFT the ωB97M-V functional and the def2-TZVPD basis
O -19.9681 -29.5893 41.6247
O -20.8871 -28.9828 35.1695
O -17.2536 -28.3134 37.8775
O -22.7819 -28.3211 39.1914
O -27.1747 -31.8109 37.7306
O -20.2885 -37.5960 40.6654
O -22.2363 -34.7319 34.6897
O -23.1378 -33.6056 41.9317
O -21.1690 -32.6524 37.8336
N -24.5659 -31.6142 38.9307
N -18.7034 -37.6669 39.2058
N -29.0632 -30.7926 38.2110
N -22.0229 -30.1480 33.6737
N -24.8932 -28.6985 39.7215
N -18.5990 -27.9445 36.2049
N -24.6390 -36.0737 32.2664
N -18.8963 -31.1896 42.8822
N -25.2958 -33.4057 41.3238
C -25.5308 -32.1282 41.9298
C -23.5533 -35.0551 32.7389
C -18.9535 -30.0333 42.2327
C -19.2544 -38.1398 40.3086
C -28.5336 -30.3203 39.4850
C -22.0993 -31.9128 38.5826
C -19.8481 -32.6532 38.3725
C -21.3307 -35.1892 35.6097
C -24.0974 -34.1234 41.4071
C -24.2034 -35.4416 40.7863
C -23.5382 -32.1878 38.0038
C -19.4896 -28.1381 38.4766
C -28.8657 -32.3171 36.1657
C -19.1887 -36.5754 38.1871
C -17.6290 -27.9379 35.1547
C -18.4493 -39.0427 41.2065
C -23.5816 -31.5401 36.5954
C -22.8980 -35.7435 33.9132
C -18.3384 -28.1181 37.4903
C -28.3047 -31.5958 37.4508
C -19.9154 -32.2482 42.8492
C -25.5916 -28.6953 38.3258
C -21.0246 -29.9970 34.5115
C -17.7702 -29.1363 42.2869
C -23.1512 -28.6090 41.4678
C -23.5654 -28.6107 39.9866
C -23.1101 -29.0933 33.5041
C -24.3290 -33.7463 33.1121
C -19.8384 -31.1033 34.4565
H -19.6787 -27.0114 38.8017
H -17.4087 -28.8214 43.0860
H -22.2162 -28.1074 41.5351
H -18.9604 -39.9712 40.9600
H -17.4338 -39.2779 40.9114
H -26.0309 -34.0384 40.6753
H -25.1040 -31.2056 41.2473
H -21.7503 -35.7304 36.5311
H -19.7309 -32.6901 42.0173
H -28.8077 -31.7568 35.1778
H -18.9586 -30.3825 34.6896
H -19.8237 -32.7612 43.8343
H -19.5793 -28.0850 36.0343
H -24.7247 -36.1953 41.1219
H -20.7508 -34.5188 36.0813
H -20.2489 -36.0485 38.3982
H -22.0051 -31.0915 33.1265
H -19.5807 -32.9124 39.4356
H -27.5406 -29.8456 39.3529
H -17.3263 -28.8254 34.8633
H -23.9495 -28.0829 42.0454
H -26.4546 -28.1258 38.4991
H -25.6083 -36.2603 32.7568
H -18.6357 -38.7588 42.3955
H -20.1399 -31.9601 34.9424
H -17.8906 -27.2564 34.6956
H -28.3235 -31.2503 40.0824
H -23.5924 -36.4765 34.3693
H -23.6143 -29.3301 32.6596
H -23.6874 -29.2184 34.5461
H -22.1328 -32.2994 39.5484
H -23.1681 -32.2048 35.9533
H -16.7067 -27.6535 35.4741
H -24.3815 -35.4345 39.9372
H -18.4434 -35.8654 38.1880
H -16.9849 -29.5382 41.6159
H -17.9250 -31.4720 43.2625
H -22.1028 -36.5782 33.6874
H -25.2952 -32.3070 43.0226
H -25.0198 -33.7927 34.0028
H -19.2606 -28.8820 39.3276
H -19.5818 -31.3906 33.3398
H -22.8772 -28.0965 33.2921
H -18.1190 -28.1940 41.6066
H -26.6603 -32.0871 42.0306
H -24.9605 -27.9693 37.7598
H -24.6403 -31.2305 36.5140
H -23.0872 -34.7840 31.8946
H -29.9127 -30.8078 38.1046
H -17.8433 -38.1693 39.1072
H -25.3853 -31.7024 38.4309
H -24.3699 -30.5686 38.8840
H -29.3114 -29.7732 40.0892
H -28.1461 -33.0592 35.9926
H -19.3032 -33.1050 37.6301
H -24.1518 -37.1104 32.3315
H -25.4237 -28.9259 40.4428
H -19.2387 -37.2419 37.2930
H -24.7843 -33.3849 32.3085
H -23.1748 -30.5407 36.5220
H -25.5306 -29.5862 37.9826
H -23.7944 -33.0969 37.8784
H -19.5994 -31.4363 38.4212
H -20.4002 -28.3777 37.9909
H -22.9165 -29.5125 41.7460
H -23.6337 -33.1150 33.4897
H -24.6944 -32.1849 39.9233
H -21.8408 -30.8653 38.4353
H -20.7554 -36.0385 35.2462
H -29.9790 -32.6234 36.0514
H -24.8547 -36.0761 31.2700
H -20.8714 -31.7028 43.0036
H -23.1141 -35.8440 40.5731
```

DFT total energy: -2317.63093 Ha
HOMO energy: -11.391 eV
Kohn-Sham gap: 0.2103 hartree
Energy relative to the best compared isomer or geometry (same formula, charge and spin): 738.16 kJ/mol
Net charge: +2

***

[3]
A 7-piece molecular cluster, C29H75N5O7 overall in a non-equilibrium geometry, computed with the ωB97M-V functional and the def2-TZVPD basis.

Geometry as XYZ:
```
116
C29H75N5O7, DFT the ωB97M-V functional and the def2-TZVPD basis
O 2.3666 3.1854 -1.2068
O -4.5691 -0.1989 2.7915
O 1.3783 -2.7108 5.1712
O 1.4500 3.6902 3.1278
O -2.8116 -2.7962 -5.9028
O 0.7069 -0.4259 1.6727
O 5.2765 0.1373 1.0414
N -1.9701 -1.5062 2.7372
N -1.8844 1.9484 2.4425
N -2.1122 -2.2008 -4.7465
N 2.8026 -1.7215 3.1343
N 1.9543 3.5192 -3.9262
C -1.5338 -0.0852 -6.0682
C 0.0949 -2.9520 -5.7986
C 4.1027 1.6540 2.5748
C 3.5847 -3.9730 3.6655
C 0.1312 -2.5014 5.7542
C -2.4677 -2.1656 0.3702
C 2.4424 -3.1151 3.1286
C -0.8466 2.6187 3.2480
C -0.4453 3.8280 -3.5373
C -2.1682 -0.7300 -4.8994
C -0.8351 -2.8399 -4.5555
C 1.0237 3.2541 -1.6757
C -3.6534 -0.2441 -4.9336
C 0.9319 4.9382 3.6258
C -1.0183 -4.3238 -4.2443
C 2.7145 4.4214 -0.4726
C -5.9271 -0.3458 3.1932
C 1.9465 -0.9229 -0.3965
C -4.2025 -1.1791 1.8634
C -2.7190 -1.1909 1.5530
C 0.8324 -0.1395 0.2758
C -0.1858 -2.2913 -3.2989
C 1.1664 -3.2919 3.9180
C 0.9357 3.9778 -3.0123
C -1.5919 -0.1769 -3.5793
C 0.4210 2.9924 2.4054
C -0.1807 -0.7845 -3.2863
C -0.5272 1.8312 4.5229
C 4.4605 1.3400 1.1583
H 0.8708 2.0621 2.0870
H 1.5370 -0.7262 2.0951
H -2.3533 -0.9304 3.4402
H 0.8232 -2.7672 -3.3367
H 5.0091 1.4734 3.1893
H -6.1344 0.5229 3.8279
H 2.1771 -0.4460 -1.3920
H 2.9603 -1.4533 4.1256
H -3.9663 -0.3349 -5.9563
H -1.2839 1.3403 1.8197
H 1.7406 5.4907 4.0716
H -0.1662 0.8542 4.1604
H 3.7281 -1.5842 2.7108
H -1.2367 4.0840 -2.7741
H 3.7916 4.4411 -0.2836
H 1.8061 2.5385 -4.0918
H 2.7906 -0.7971 0.3181
H -0.9617 -1.3140 2.6127
H 2.1573 -3.3994 2.1075
H 0.4307 5.4196 2.7700
H 0.1653 -0.4023 -2.3256
H -1.4336 1.7871 5.1345
H 3.3656 0.9259 2.9570
H 2.2292 4.4695 0.5278
H -6.6213 -0.3699 2.3454
H -2.4845 -3.2786 0.5240
H -0.4290 -0.0235 -6.0482
H 0.2189 2.3034 5.1305
H -1.4905 -4.4859 -3.2248
H -2.4764 -0.2108 1.1571
H 3.2819 -5.0082 3.6881
H 3.8012 -3.5990 4.6700
H -1.6313 -4.8691 -4.9637
H 1.7679 -2.0086 -0.4629
H -0.3525 -3.4445 6.0456
H -0.6548 4.4942 -4.3631
H -3.4674 -3.2981 -5.3930
H 2.4423 5.2597 -1.1043
H 0.2704 -1.9888 -6.2778
H -0.0441 -4.7463 -4.1042
H -0.7793 -2.5626 -2.4212
H -4.8085 -0.9866 0.9599
H 3.5788 1.1913 0.5580
H -6.0989 -1.3046 3.7071
H -4.3696 -0.7231 -4.2901
H 4.4377 -3.9102 2.9993
H 0.9758 0.9652 0.0760
H 0.3033 -2.7865 3.4371
H 0.5037 -0.4087 -4.0747
H -1.5168 0.9262 -3.6899
H -0.1425 -0.3386 -0.1839
H 0.7402 2.2024 -1.7878
H 1.0777 -3.3245 -5.5310
H -4.4516 -2.1141 2.3294
H 3.6661 2.6281 2.7792
H -1.1995 3.6306 3.6055
H 1.0798 5.0509 -2.8610
H 2.8510 3.5318 -3.4419
H -0.3251 -3.5831 -6.5554
H 0.0120 3.6286 1.5489
H -0.6560 2.7709 -3.8310
H 4.9683 2.1400 0.5979
H -2.3092 1.2368 3.0494
H 0.3796 3.7342 -0.9006
H -1.9054 0.9340 -6.1928
H -0.5087 -1.8704 5.0939
H -1.4532 -1.9470 0.0203
H 0.9652 -4.3962 4.0483
H -2.2320 -0.3643 -2.7562
H -3.1641 -1.9541 -0.4589
H -3.6874 0.7868 -4.5759
H 0.2455 4.8331 4.4592
H -1.8598 -0.5328 -6.9773
H 6.1778 0.3654 1.3400
H 0.2537 -1.9521 6.6717
```

DFT total energy: -1950.21045 Ha
HOMO energy: -8.799 eV
SMILES string: CC1(C)CCCC(C)(C)N1O.COC[C@H](C)N.COC[C@H](C)N.COC[C@H](C)N.COC[C@H](C)N.CCO.CCO
Kohn-Sham gap: 0.3494 hartree
Energy relative to the best compared isomer or geometry (same formula, charge and spin): 45.94 kJ/mol
Net charge: 0

***

[4]
C29H77N2O11Y as an isolated structure in a non-equilibrium geometry, computed with the ωB97M-V functional and the def2-TZVPD basis.

Geometry as XYZ:
```
120
C29H77N2O11Y, DFT the ωB97M-V functional and the def2-TZVPD basis
Y 0.0754 5.3446 -4.1923
O 0.2705 1.6622 -3.6702
O -0.8319 1.7139 -8.0628
O 3.2404 2.1926 -6.7956
O -2.7202 4.6963 -2.5093
O -0.3801 4.1104 3.1266
O -6.9877 -0.4455 1.0802
O 8.2336 2.4238 -0.7239
O 2.0737 -3.2044 -6.7075
O 2.0551 -6.3430 0.8992
O -3.9993 2.1777 0.5629
O -7.3173 3.4329 -3.7736
N 7.9019 1.1920 -0.8102
N -6.1736 -0.9060 2.1790
C 7.6720 -1.6895 -0.2916
C -5.6260 -0.8601 4.7064
C 8.5216 -1.0709 -1.3483
C -4.7685 -2.6267 3.2949
C 9.7627 0.8227 -2.4847
C -6.2708 1.1914 3.5474
C -7.4122 2.0592 -4.2475
C 9.0937 0.3513 -1.1363
C 1.7270 -4.0214 1.4415
C 6.4481 -0.7284 -0.1365
C 0.2932 2.5299 4.7745
C -5.3820 -2.2912 4.6461
C 3.7157 -5.3351 2.3226
C -0.6057 0.1566 -1.9984
C 7.3838 0.8078 1.6551
C 6.8724 0.7168 0.1824
C 0.6867 3.3678 3.5509
C -6.5538 -0.3073 3.5153
C 10.1648 0.2949 -0.0164
C -8.2396 1.9692 -5.5317
C -4.8933 -2.3269 0.7683
C 1.8672 4.1944 3.9434
C -6.0030 1.6573 -4.4759
C -8.0614 -0.5844 3.8576
C -6.8577 -3.3339 2.0236
C -5.6939 -2.2928 2.0701
C 0.5170 0.4534 -2.9964
C 2.7280 -5.1472 1.1696
C 5.5407 1.4912 0.0764
H -8.0349 0.9997 -5.9858
H -5.2405 1.4628 3.7777
H -5.3860 2.0113 -3.6500
H 7.4069 -2.7446 -0.3588
H 7.9163 -0.0729 2.0141
H -1.1465 3.6217 2.8178
H -8.0062 2.7200 -6.2866
H 4.3491 -4.4481 2.3241
H 3.1927 -4.9084 0.2130
H -4.7113 -0.2931 4.8795
H 2.8836 -2.7811 -6.4227
H -8.3987 -0.4058 4.8786
H -5.4719 1.9849 -5.3696
H 4.7485 1.1245 0.7290
H -6.4595 -4.3436 1.9236
H 5.1576 1.6181 -0.9361
H 8.4833 2.4647 0.2021
H 2.2949 4.6739 3.0629
H -9.2604 1.7869 -5.1958
H -7.9052 1.4202 -3.5149
H -1.6117 0.3454 -2.3733
H -6.9310 1.6224 4.3000
H -3.5416 4.9520 -2.9290
H -6.1639 -0.6248 5.6248
H 9.8887 -0.1254 0.9507
H -4.7671 -2.7035 5.4460
H 10.5714 0.1418 -2.7501
H -5.8741 0.5758 -4.4333
H -7.5797 -3.0578 1.2551
H -4.6728 -3.7105 3.3605
H -0.3015 0.8113 -1.1818
H -5.5485 -2.4388 -0.0956
H -3.7553 -2.2256 3.2731
H 8.1368 1.5841 1.7906
H -2.9864 4.3189 -1.6709
H 8.3130 -1.6924 0.5901
H 5.8214 -0.9610 0.7245
H 1.5690 4.9538 4.6662
H 5.8531 -0.9271 -1.0279
H 11.0076 -0.3188 -0.3344
H -8.2456 -1.6153 3.5553
H 0.6282 -0.3832 -3.6863
H -6.7328 1.6110 2.6539
H 2.7061 1.7458 -6.1391
H 9.3142 -1.7930 -1.5444
H 1.7637 -3.6745 -5.9334
H 2.9711 1.8051 -7.6284
H 0.9843 2.7088 2.7354
H 9.0269 0.9579 -3.2774
H -7.8143 -0.9210 1.1912
H 0.9716 -4.0577 0.6566
H -4.2514 -1.4472 0.7219
H 4.3647 -6.1999 2.1847
H 1.2691 -4.2924 2.3928
H -0.5700 -0.8518 -1.5861
H -4.8116 1.7224 0.7846
H 7.8603 -1.0351 -2.2141
H -6.3262 -2.8154 4.7939
H 6.6135 0.9936 2.4035
H 5.7932 2.5044 0.3891
H 0.9918 1.7852 5.1558
H 10.1812 1.8239 -2.3821
H 2.1943 -3.0387 1.5052
H -8.6632 -0.0045 3.1578
H 0.0301 3.1405 5.6383
H 2.7058 3.5877 4.2852
H -3.4722 1.5206 0.1086
H 3.1681 -5.5886 3.2304
H 1.4842 0.4222 -2.4949
H -4.2147 -3.1798 0.7830
H -7.3953 -3.2866 2.9706
H -0.5817 1.9231 4.5411
H -8.1262 3.6642 -3.3111
H 2.0354 -6.8357 1.7228
H 10.5450 1.3069 0.1231
H -1.5446 2.3487 -8.1361
H -0.7591 1.5422 -7.1239
```

DFT total energy: -2125.49843 Ha
HOMO energy: -11.858 eV
Kohn-Sham gap: 0.0485 hartree
Net charge: +2